Record 1
Molecular formula: C35H32N6O2PS2Se2Zn
Method: DFT, wB97M-V/def2-TZVPD

```
81
Properties=species:S:1:pos:R:3:mulliken_charge:R:1
Zn -0.017 -0.302 -0.309 1.36
C -4.350 -1.425 1.219 -0.24
C -2.963 -1.462 1.310 -0.43
N -2.245 -0.374 1.119 -0.18
C -2.882 0.747 0.812 0.05
C -4.263 0.778 0.716 -0.38
N -5.005 -0.306 0.927 -0.68
C -1.998 1.930 0.584 0.36
C -2.465 3.229 0.472 -0.42
C -1.550 4.270 0.370 0.61
C -0.196 3.975 0.426 -0.19
C 0.197 2.648 0.520 0.33
N -0.695 1.660 0.548 -0.40
C 1.626 2.215 0.632 -0.04
C 2.696 3.087 0.663 -0.32
N 3.956 2.653 0.705 -0.67
C 4.132 1.339 0.724 -0.28
C 3.058 0.454 0.747 -0.56
N 1.817 0.901 0.708 -0.15
C -2.021 5.675 0.240 0.27
C -3.126 5.992 -0.539 -0.52
C -3.537 7.312 -0.624 -0.36
N -2.931 8.320 0.007 -0.64
C -1.869 8.008 0.751 -0.36
C -1.381 6.719 0.895 -0.49
H -4.944 -2.314 1.393 0.41
H -2.414 -2.374 1.521 0.49
H -4.794 1.678 0.427 0.35
H -3.525 3.437 0.494 0.59
H 0.539 4.764 0.352 0.63
H 2.557 4.161 0.629 0.35
H 5.150 0.973 0.706 0.39
H 3.193 -0.621 0.755 0.50
H -3.646 5.224 -1.098 0.50
H -4.394 7.576 -1.234 0.36
H -1.384 8.833 1.261 0.36
H -0.526 6.531 1.532 0.46
O 1.748 -3.431 -2.954 -0.62
C 0.548 -2.661 -2.894 0.29
C -0.501 -3.409 -2.071 1.95
C -0.754 -4.778 -2.738 -1.25
O -1.271 -4.718 -4.068 -0.54
C -1.843 -2.647 -1.976 -1.24
Se -1.823 -0.674 -2.046 -0.43
C 0.010 -3.771 -0.669 -1.75
Se 0.881 -2.401 0.448 -0.47
H 2.476 -2.806 -2.819 0.28
H 0.156 -2.487 -3.900 0.47
H 0.742 -1.686 -2.452 -0.69
H -1.422 -5.367 -2.096 0.41
H 0.197 -5.299 -2.815 0.42
H -1.980 -4.069 -4.088 0.36
H -2.352 -2.950 -1.059 0.22
H -2.513 -2.913 -2.795 0.32
H 0.759 -4.558 -0.749 0.41
H -0.825 -4.158 -0.086 0.51
S 4.007 -0.626 -1.954 -0.49
P 2.919 0.620 -3.033 0.51
S 1.150 1.235 -2.317 -0.60
C 2.669 -0.053 -4.714 0.53
C 3.665 -0.846 -5.277 -0.51
C 3.521 -1.346 -6.562 -0.60
C 2.374 -1.063 -7.293 -0.42
C 1.371 -0.286 -6.730 -0.58
C 1.515 0.217 -5.442 -0.37
C 3.899 2.145 -3.381 0.60
C 5.274 2.161 -3.174 -0.36
C 6.013 3.314 -3.419 -0.60
C 5.384 4.461 -3.878 -0.40
C 4.010 4.452 -4.095 -0.63
C 3.272 3.302 -3.845 -0.54
H 4.543 -1.085 -4.688 0.38
H 4.297 -1.970 -6.989 0.39
H 2.256 -1.461 -8.294 0.36
H 0.463 -0.084 -7.285 0.40
H 0.721 0.792 -4.981 0.32
H 5.753 1.266 -2.797 0.36
H 7.082 3.316 -3.244 0.39
H 5.958 5.361 -4.063 0.37
H 3.511 5.345 -4.453 0.38
H 2.199 3.298 -3.992 0.39
```

E_LUMO in eV: 1.2
Relative energy (zero: lowest compared OMol25 entry of this formula, charge and spin) in kJ/mol: 88.6
Net charge: -1
E in hartree: -9552.089199
Orbital gap in eV: 5.58
Multiplicity: 1
HOMO energy in eV: -4.4



Record 2
Molecular formula: C35H32N7O6SSbSe4Tc
Method: DFT, wB97M-V/def2-TZVPD

```
87
Properties=species:S:1:pos:R:3:mulliken_charge:R:1
Tc 1.028 -0.236 1.227 0.54
C 0.647 -5.058 -7.935 -0.87
O 0.599 -3.716 -7.420 -0.38
C 1.712 -3.117 -7.057 0.91
C 2.995 -3.668 -7.191 -0.36
C 4.086 -2.973 -6.733 -0.37
C 3.913 -1.760 -6.055 -0.13
C 2.631 -1.159 -6.005 -0.15
C 1.556 -1.821 -6.511 -0.75
N 5.014 -1.259 -5.412 -0.66
N 4.925 -0.445 -4.481 -0.03
C 4.084 -0.264 -3.482 0.12
C 3.889 1.070 -2.979 -0.69
C 2.989 1.328 -2.023 -0.53
C 2.198 0.265 -1.438 -0.18
O 1.417 0.544 -0.498 0.32
C 2.415 -1.124 -1.893 1.10
N 1.725 -2.079 -1.297 0.06
C 2.026 -3.344 -1.525 -0.29
C 3.092 -3.717 -2.354 -1.17
C 3.808 -2.733 -2.988 -0.49
C 3.439 -1.399 -2.816 0.44
H -0.378 -5.315 -8.172 0.24
H 1.029 -5.745 -7.180 0.38
H 1.255 -5.110 -8.837 0.37
H 3.134 -4.637 -7.650 0.44
H 5.084 -3.387 -6.822 0.48
H 2.521 -0.161 -5.596 0.51
H 0.563 -1.388 -6.500 0.51
H 4.447 1.878 -3.434 0.52
H 2.840 2.332 -1.653 0.55
H 1.431 -4.093 -1.020 0.29
H 3.341 -4.767 -2.460 0.47
H 4.675 -2.982 -3.589 0.70
Se -3.590 -3.005 2.608 -0.51
Sb -1.609 -2.986 1.285 0.44
Se -0.931 -0.794 0.247 -0.50
Se 0.691 -2.242 2.179 -0.55
Se -1.474 -4.800 -0.258 -0.60
N -7.423 1.291 -7.486 -0.47
C -6.749 1.419 -6.561 0.01
C -5.892 1.597 -5.411 0.44
C -5.863 2.824 -4.753 -0.89
C -5.014 3.013 -3.676 -0.41
C -4.205 1.972 -3.242 0.96
C -4.255 0.737 -3.877 -0.40
C -5.089 0.554 -4.964 -0.87
N -3.320 2.167 -2.149 0.23
C -3.475 3.053 -1.097 -0.35
C -2.386 2.879 -0.297 -0.71
N -1.551 1.914 -0.831 -0.04
C -2.136 1.516 -1.928 -0.52
H -6.501 3.629 -5.091 0.44
H -4.974 3.976 -3.187 0.40
H -3.661 -0.088 -3.506 0.52
H -5.127 -0.406 -5.465 0.44
H -4.336 3.692 -0.989 0.43
H -2.141 3.390 0.622 0.28
H -1.742 0.761 -2.593 0.53
C -1.425 -1.046 5.099 -0.62
N -2.408 0.010 4.706 0.14
C -3.778 -0.347 5.174 -0.85
C -2.350 0.273 3.212 0.61
C -1.423 1.392 2.920 1.49
C -1.761 2.639 3.471 -0.66
C -1.016 3.772 3.229 -0.99
C 0.088 3.671 2.396 -1.07
C 0.433 2.437 1.862 -0.40
C -0.305 1.282 2.120 1.61
H -1.297 -1.049 6.181 0.37
H -0.465 -0.840 4.631 0.12
H -1.803 -2.004 4.769 0.28
H -2.140 0.878 5.164 0.51
H -4.084 -1.267 4.695 0.22
H -4.472 0.450 4.917 0.35
H -3.763 -0.476 6.255 0.38
H -3.350 0.494 2.853 0.34
H -2.043 -0.641 2.733 -1.20
H -2.649 2.718 4.099 0.47
H -1.294 4.723 3.668 0.37
H 0.694 4.538 2.162 0.45
H 1.322 2.406 1.252 0.44
O 3.377 1.519 1.048 -0.55
S 3.329 0.352 1.908 0.80
O 1.987 0.406 2.759 -0.56
O 2.971 -0.895 1.070 -0.62
O 4.431 0.137 2.781 -0.63
```

E_LUMO in eV: -6.1
Relative energy (zero: lowest compared OMol25 entry of this formula, charge and spin) in kJ/mol: 463.1
Net charge: +1
E in hartree: -12512.234054
Orbital gap in eV: 3.48
Multiplicity: 1
HOMO energy in eV: -9.5



Record 3
Molecular formula: C35H32NO3PV
Method: DFT, wB97M-V/def2-TZVPD

```
73
Properties=species:S:1:pos:R:3:mulliken_charge:R:1
V -0.900 0.610 0.597 0.05
C 3.993 -1.208 -1.851 -0.41
C 4.056 -0.027 -1.125 -0.77
C 3.427 0.072 0.107 -0.10
C 2.731 -1.013 0.636 0.61
C 2.659 -2.189 -0.110 -0.45
C 3.290 -2.290 -1.342 -0.59
P 1.900 -0.984 2.271 0.02
C 3.295 -1.495 3.359 0.15
C 4.539 -1.929 2.908 -0.22
C 5.508 -2.368 3.803 -0.73
C 5.254 -2.373 5.165 -0.44
C 4.017 -1.941 5.630 -0.60
C 3.049 -1.517 4.735 -0.18
C 1.765 0.805 2.593 0.80
C 2.687 1.527 3.354 -0.13
C 2.523 2.893 3.525 -0.62
C 1.451 3.529 2.913 -0.79
C 0.555 2.800 2.141 0.28
C 0.665 1.410 1.959 -0.73
H 4.472 -1.278 -2.820 0.36
H 4.584 0.828 -1.528 0.35
H 3.460 1.003 0.661 0.38
H 2.095 -3.027 0.282 0.30
H 3.219 -3.209 -1.912 0.39
H 4.761 -1.917 1.848 0.35
H 6.469 -2.700 3.429 0.38
H 6.011 -2.712 5.862 0.36
H 3.805 -1.939 6.692 0.37
H 2.084 -1.188 5.104 0.36
H 3.535 1.030 3.811 0.32
H 3.233 3.456 4.120 0.36
H 1.318 4.599 3.032 0.35
H -0.254 3.330 1.649 0.37
C -7.167 0.639 -1.750 -0.78
O -6.689 -0.668 -2.002 -0.46
C -5.478 -0.994 -1.474 1.06
C -4.990 -2.265 -1.842 -1.00
C -3.765 -2.651 -1.381 -0.80
C -2.969 -1.827 -0.558 -0.42
C -1.663 -2.257 -0.129 1.32
C -1.209 -3.678 -0.380 -1.67
O -0.858 -1.516 0.458 0.17
C -3.479 -0.553 -0.156 0.41
O -2.862 0.258 0.622 -1.02
C -4.757 -0.171 -0.647 -0.27
H -8.098 0.734 -2.305 0.24
H -6.456 1.393 -2.096 0.33
H -7.361 0.792 -0.686 0.31
H -5.590 -2.888 -2.490 0.42
H -3.382 -3.620 -1.674 0.37
H -1.963 -4.404 -0.080 0.46
H -0.291 -3.840 0.178 0.29
H -1.007 -3.821 -1.444 0.35
H -5.101 0.809 -0.351 0.33
C 0.777 0.365 -2.742 -0.87
C -0.227 1.417 -3.102 1.03
C -0.418 1.818 -4.415 -0.84
C -1.361 2.782 -4.749 -0.64
C -2.134 3.342 -3.741 -0.80
C -1.972 2.972 -2.415 1.24
C -2.819 3.573 -1.329 -1.43
C -0.989 2.010 -2.062 -0.48
N -0.794 1.681 -0.764 -0.26
H 1.229 -0.070 -3.635 0.39
H 0.315 -0.435 -2.156 -0.05
H 1.567 0.776 -2.110 0.14
H 0.181 1.358 -5.196 0.33
H -1.499 3.082 -5.781 0.37
H -2.889 4.082 -3.990 0.33
H -3.719 4.030 -1.747 0.39
H -2.269 4.344 -0.779 0.26
H -3.100 2.812 -0.599 0.13
```

<S²>: 2.05
E_LUMO (spin up / spin down) in eV: 2.7 / 2.7
Relative energy (zero: lowest compared OMol25 entry of this formula, charge and spin) in kJ/mol: 11.2
Net charge: -1
E in hartree: -2918.826183
Orbital gap (spin up / spin down) in eV: 6.33 / 6.50
Multiplicity: 3
HOMO energy (spin up / spin down) in eV: -3.6 / -3.8



Record 4
Molecular formula: C35H32O24S
Method: DFT, wB97M-V/def2-TZVPD

```
92
Properties=species:S:1:pos:R:3:mulliken_charge:R:1
C 5.488 -3.052 2.167 -0.71
O 4.168 -3.027 1.637 -0.36
C 3.714 -4.303 1.232 -0.66
C 2.732 -4.882 2.243 -0.72
C 1.493 -4.003 2.486 -0.37
C 0.302 -4.531 1.697 -0.84
O -0.691 -3.497 1.422 -0.25
S -1.936 -3.565 2.448 0.59
O -1.699 -2.623 3.511 -0.54
O -2.968 -2.846 1.399 -0.31
H 5.626 -2.140 2.737 0.19
H 5.608 -3.922 2.823 0.40
H 6.224 -3.074 1.359 0.27
H 3.253 -4.207 0.243 0.36
H 4.567 -4.987 1.127 0.45
H 2.422 -5.877 1.903 0.41
H 3.274 -5.009 3.185 0.31
H 1.252 -3.977 3.550 0.31
H 1.667 -2.967 2.193 0.37
H -0.199 -5.341 2.237 0.43
H 0.612 -4.893 0.716 0.33
H -3.756 -3.406 1.423 0.30
C -5.368 -3.488 -2.798 -1.05
C -6.206 -2.621 -3.370 0.33
C -6.066 -1.134 -3.185 1.06
O -6.879 -0.430 -3.764 -0.67
C -5.000 -0.630 -2.347 -0.96
C -4.152 -1.497 -1.769 0.38
C -4.286 -2.991 -1.968 1.10
O -3.474 -3.711 -1.416 -0.61
O -3.145 -1.120 -0.991 -0.58
O -7.236 -2.982 -4.134 -0.60
H -5.465 -4.558 -2.917 0.48
H -4.929 0.440 -2.218 0.57
H -2.710 -1.934 -0.664 0.25
H -7.663 -2.146 -4.410 0.37
C 5.452 0.827 -0.143 -1.10
C 5.180 2.047 -0.628 0.38
C 5.929 3.279 -0.176 1.09
O 5.611 4.335 -0.693 -0.65
C 6.962 3.140 0.831 -1.00
C 7.232 1.920 1.315 0.25
C 6.500 0.686 0.845 1.04
O 6.843 -0.379 1.331 -0.61
O 8.159 1.678 2.234 -0.57
O 4.246 2.286 -1.538 -0.57
H 4.922 -0.061 -0.457 0.50
H 7.482 4.029 1.159 0.55
H 8.142 0.712 2.384 0.36
H 4.271 3.249 -1.706 0.37
C 9.395 7.219 2.751 -1.04
C 9.671 8.450 3.204 0.41
C 8.675 9.257 4.005 1.02
O 9.035 10.358 4.379 -0.63
C 7.372 8.683 4.273 -0.97
C 7.095 7.453 3.817 0.34
C 8.099 6.641 3.034 0.97
O 7.748 5.528 2.680 -0.55
O 5.934 6.843 4.008 -0.58
O 10.825 9.067 3.000 -0.58
H 10.102 6.634 2.180 0.44
H 6.661 9.271 4.835 0.43
H 6.008 5.969 3.575 0.34
H 10.749 9.937 3.442 0.37
C -4.353 3.495 -4.523 -1.10
C -4.018 4.592 -5.217 0.47
C -2.859 5.478 -4.821 1.01
O -2.636 6.441 -5.532 -0.63
C -2.095 5.137 -3.637 -0.92
C -2.430 4.041 -2.942 0.20
C -3.577 3.148 -3.353 0.97
O -3.784 2.169 -2.655 -0.54
O -1.801 3.639 -1.848 -0.59
O -4.659 5.001 -6.302 -0.58
H -5.179 2.854 -4.799 0.51
H -1.276 5.782 -3.353 0.43
H -2.247 2.817 -1.561 0.36
H -4.201 5.813 -6.598 0.37
C -8.846 -5.418 -1.621 -1.05
C -9.836 -6.316 -1.519 0.47
C -10.180 -6.990 -0.211 0.93
O -11.107 -7.780 -0.226 -0.62
C -9.400 -6.663 0.967 -0.97
C -8.411 -5.766 0.864 0.25
C -8.077 -5.084 -0.440 1.11
O -7.161 -4.278 -0.431 -0.56
O -7.642 -5.393 1.879 -0.58
O -10.597 -6.692 -2.536 -0.58
H -8.592 -4.927 -2.552 0.46
H -9.648 -7.155 1.897 0.43
H -7.030 -4.724 1.516 0.33
H -11.231 -7.343 -2.175 0.37
```

E_LUMO in eV: -1.6
E in hartree: -3556.799800
Orbital gap in eV: 7.70
Multiplicity: 1
HOMO energy in eV: -9.3



Which of these has the lowest E? C35H32N7O6SSbSe4Tc



Please write out number 3 again, unchanged.
Molecular formula: C35H32NO3PV
Method: DFT, wB97M-V/def2-TZVPD

```
73
Properties=species:S:1:pos:R:3:mulliken_charge:R:1
V -0.900 0.610 0.597 0.05
C 3.993 -1.208 -1.851 -0.41
C 4.056 -0.027 -1.125 -0.77
C 3.427 0.072 0.107 -0.10
C 2.731 -1.013 0.636 0.61
C 2.659 -2.189 -0.110 -0.45
C 3.290 -2.290 -1.342 -0.59
P 1.900 -0.984 2.271 0.02
C 3.295 -1.495 3.359 0.15
C 4.539 -1.929 2.908 -0.22
C 5.508 -2.368 3.803 -0.73
C 5.254 -2.373 5.165 -0.44
C 4.017 -1.941 5.630 -0.60
C 3.049 -1.517 4.735 -0.18
C 1.765 0.805 2.593 0.80
C 2.687 1.527 3.354 -0.13
C 2.523 2.893 3.525 -0.62
C 1.451 3.529 2.913 -0.79
C 0.555 2.800 2.141 0.28
C 0.665 1.410 1.959 -0.73
H 4.472 -1.278 -2.820 0.36
H 4.584 0.828 -1.528 0.35
H 3.460 1.003 0.661 0.38
H 2.095 -3.027 0.282 0.30
H 3.219 -3.209 -1.912 0.39
H 4.761 -1.917 1.848 0.35
H 6.469 -2.700 3.429 0.38
H 6.011 -2.712 5.862 0.36
H 3.805 -1.939 6.692 0.37
H 2.084 -1.188 5.104 0.36
H 3.535 1.030 3.811 0.32
H 3.233 3.456 4.120 0.36
H 1.318 4.599 3.032 0.35
H -0.254 3.330 1.649 0.37
C -7.167 0.639 -1.750 -0.78
O -6.689 -0.668 -2.002 -0.46
C -5.478 -0.994 -1.474 1.06
C -4.990 -2.265 -1.842 -1.00
C -3.765 -2.651 -1.381 -0.80
C -2.969 -1.827 -0.558 -0.42
C -1.663 -2.257 -0.129 1.32
C -1.209 -3.678 -0.380 -1.67
O -0.858 -1.516 0.458 0.17
C -3.479 -0.553 -0.156 0.41
O -2.862 0.258 0.622 -1.02
C -4.757 -0.171 -0.647 -0.27
H -8.098 0.734 -2.305 0.24
H -6.456 1.393 -2.096 0.33
H -7.361 0.792 -0.686 0.31
H -5.590 -2.888 -2.490 0.42
H -3.382 -3.620 -1.674 0.37
H -1.963 -4.404 -0.080 0.46
H -0.291 -3.840 0.178 0.29
H -1.007 -3.821 -1.444 0.35
H -5.101 0.809 -0.351 0.33
C 0.777 0.365 -2.742 -0.87
C -0.227 1.417 -3.102 1.03
C -0.418 1.818 -4.415 -0.84
C -1.361 2.782 -4.749 -0.64
C -2.134 3.342 -3.741 -0.80
C -1.972 2.972 -2.415 1.24
C -2.819 3.573 -1.329 -1.43
C -0.989 2.010 -2.062 -0.48
N -0.794 1.681 -0.764 -0.26
H 1.229 -0.070 -3.635 0.39
H 0.315 -0.435 -2.156 -0.05
H 1.567 0.776 -2.110 0.14
H 0.181 1.358 -5.196 0.33
H -1.499 3.082 -5.781 0.37
H -2.889 4.082 -3.990 0.33
H -3.719 4.030 -1.747 0.39
H -2.269 4.344 -0.779 0.26
H -3.100 2.812 -0.599 0.13
```

<S²>: 2.05
E_LUMO (spin up / spin down) in eV: 2.7 / 2.7
Relative energy (zero: lowest compared OMol25 entry of this formula, charge and spin) in kJ/mol: 11.2
Net charge: -1
E in hartree: -2918.826183
Orbital gap (spin up / spin down) in eV: 6.33 / 6.50
Multiplicity: 3
HOMO energy (spin up / spin down) in eV: -3.6 / -3.8



Among the records above, which one has the highest E? C35H32NO3PV